[1]
DFT (ωB97M-V/def2-TZVPD) results for C26H32ClCuO4 as an isolated structure at a distorted geometry.

Element x y z (Å)
O  0.483  -1.961  -0.881
C  0.146  -3.017  0.112
C  -0.067  -4.074  -0.955
H  -0.761  -2.724  0.660
H  0.999  -3.188  0.785
C  0.386  -2.992  -1.949
H  -1.121  -4.340  -1.074
H  0.589  -4.942  -0.857
C  -0.717  -2.631  -2.917
H  -1.545  -2.148  -2.384
H  -1.096  -3.549  -3.388
H  -0.350  -1.978  -3.714
C  1.715  -3.255  -2.630
H  2.443  -3.688  -1.936
H  2.143  -2.344  -3.067
H  1.562  -3.966  -3.452
Cu  1.392  -0.318  -0.599
C  3.714  0.896  0.370
C  2.945  0.223  1.366
C  2.662  -1.097  0.902
H  2.674  0.605  2.347
C  3.311  -1.241  -0.400
C  3.954  0.001  -0.703
H  4.593  0.207  -1.562
H  4.167  1.880  0.441
H  2.222  -1.888  1.499
H  3.442  -2.179  -0.932
C  1.194  2.559  -2.568
C  1.905  1.362  -2.721
C  0.973  0.251  -2.591
H  2.973  1.247  -2.930
C  -0.340  0.849  -2.341
C  -0.190  2.247  -2.346
H  -0.985  2.984  -2.247
H  1.603  3.567  -2.637
H  1.123  -0.721  -3.056
H  -1.260  0.278  -2.199
O  -3.935  -1.310  0.726
C  -2.643  -0.663  0.803
C  -2.102  -0.719  2.246
H  -2.746  0.382  0.442
H  -1.973  -1.188  0.090
C  -3.081  -1.657  2.985
H  -2.137  0.285  2.689
H  -1.063  -1.068  2.260
C  -4.304  -1.747  2.054
H  -3.364  -1.256  3.960
H  -2.628  -2.647  3.108
H  -5.103  -1.087  2.441
H  -4.725  -2.763  1.990
Cl  -2.254  6.522  3.481
C  -1.445  5.275  2.631
C  -0.180  5.520  2.071
C  0.486  4.489  1.413
C  -0.082  3.205  1.326
C  -1.360  2.985  1.841
C  -2.045  4.009  2.506
C  0.753  2.100  0.720
O  1.897  2.482  0.367
O  0.259  0.916  0.613
H  0.273  6.504  2.163
H  1.466  4.675  0.978
H  -1.812  2.002  1.721
H  -3.031  3.843  2.932

Values from the calculation:
Lowest unoccupied orbital energy (alpha / beta) (eV): 2.4739 / 2.4736
M (g/mol): 507.5
Energy above the lowest of the compared OMol25 structures with the same formula, charge and spin (kcal per mole): 16.01
HOMO level (alpha / beta) (eV): -3.535 / -3.550
Net charge: -1
Largest force on an atom (eV/Å): 4.6
2S+1: 2

***

[2]
DFT (ωB97M-V/def2-TZVPD) results for a 7-piece molecular cluster, C11H27BF9NO11S2 overall at a distorted geometry.

Element x y z (Å)
C  2.062  1.076  2.178
B  2.682  0.319  0.960
O  4.018  0.028  0.898
C  1.736  -0.124  -0.346
S  0.955  -1.581  0.323
C  0.679  -2.841  -0.872
O  -0.288  -1.274  0.974
O  1.973  -2.099  1.230
N  2.628  -0.332  -1.484
C  2.327  0.374  -2.516
C  1.116  1.184  -2.355
C  0.084  0.297  -3.184
O  -0.644  0.863  -3.972
O  0.192  -0.916  -2.875
C  0.969  1.139  -0.810
C  -0.355  1.561  -0.178
C  -1.598  0.959  -0.850
C  -2.790  0.990  0.064
F  -3.023  2.313  0.380
F  -2.599  0.380  1.247
C  -4.148  0.528  -0.531
F  -5.070  0.623  0.442
F  -4.509  1.373  -1.494
S  -4.225  -1.226  -1.261
F  -5.118  -1.762  -0.067
F  -5.551  -0.836  -2.042
F  -3.354  -0.726  -2.480
F  -2.925  -1.665  -0.467
F  -4.279  -2.658  -1.916
H  1.821  2.107  1.912
H  1.148  0.554  2.466
H  2.783  1.068  2.985
H  4.172  -0.910  0.731
H  0.359  -3.677  -0.247
H  1.609  -3.117  -1.362
H  -0.115  -2.575  -1.558
H  3.426  -0.956  -1.549
H  2.870  0.327  -3.450
H  1.210  2.206  -2.709
H  1.652  1.940  -0.493
H  -0.420  2.648  -0.210
H  -0.372  1.302  0.879
H  -1.863  1.554  -1.725
H  -1.385  -0.036  -1.225
O  -3.342  3.973  2.776
H  -3.878  3.404  2.215
H  -3.947  4.275  3.461
O  4.663  -2.111  -3.254
H  5.367  -1.946  -3.892
H  3.953  -2.491  -3.785
O  -5.952  1.492  3.380
H  -5.562  1.351  2.512
H  -5.696  0.715  3.887
O  2.294  2.646  4.669
H  2.926  2.732  5.390
H  1.448  2.875  5.067
O  -0.642  -2.991  3.457
H  0.071  -2.749  2.854
H  -1.320  -3.358  2.882
O  7.250  -1.751  -1.467
H  7.976  -2.375  -1.565
H  6.548  -2.093  -2.029

Values from the calculation:
Lowest unoccupied orbital energy (eV): -0.6937
M (g/mol): 595.3
HOMO level (eV): -9.264
Net charge: 0
Largest force on an atom (eV/Å): 1.4

***

[3]
DFT (ωB97M-V/def2-TZVPD) results for the molecule C4H6O2.

Element x y z (Å)
C  -1.246  -0.244  -0.453
C  0.269  -0.130  -0.313
C  0.673  1.320  -0.080
O  1.583  1.870  -0.647
C  0.778  -0.934  0.876
O  0.077  -1.283  1.792
H  -1.534  -1.278  -0.661
H  -1.741  0.055  0.475
H  -1.608  0.386  -1.272
H  0.806  -0.465  -1.207
H  0.054  1.851  0.675
H  1.863  -1.164  0.865

Values from the calculation:
Lowest unoccupied orbital energy (eV): 0.2763
M (g/mol): 86.1
Energy above the lowest of the compared OMol25 structures with the same formula, charge and spin (kcal per mole): 24.38
SMILES: CC(C=O)C=O
HOMO level (eV): -10.091
Net charge: 0
Largest force on an atom (eV/Å): 0.5

***

> Look up the net charge of the second one.

0